# 1
A molecular structure, C30H49Cl3EuN3O4Si, computed with ωB97M-V with the def2-TZVPD basis set.

Last column: Mulliken charge in e.
Atoms and positions in Å:
C (0.080, 3.249, 2.291)  -1.391
C (0.791, 4.058, 1.249)  0.642
H (0.806, 2.838, 3.027)  0.099
H (-0.483, 2.421, 1.834)  0.066
H (-0.646, 3.886, 2.837)  0.446
C (1.354, 5.239, 1.572)  0.032
C (1.668, 5.678, 2.959)  -1.607
H (1.507, 6.024, 0.820)  0.597
H (2.019, 4.859, 3.603)  0.305
H (0.804, 6.151, 3.448)  0.331
H (2.454, 6.441, 2.922)  0.398
Eu (-0.191, -0.160, 0.142)  0.942
Cl (-2.403, 1.045, -0.459)  -0.666
C (-0.472, -1.030, -2.917)  0.014
O (0.273, -1.186, -1.901)  -0.510
N (-0.018, -1.161, -4.161)  0.220
C (1.394, -1.474, -4.385)  -0.685
C (-0.823, -0.685, -5.279)  -0.899
H (-1.536, -0.753, -2.820)  0.371
H (1.646, -2.420, -3.894)  0.241
H (2.047, -0.675, -4.006)  0.117
H (1.497, -1.573, -5.465)  0.370
H (-1.862, -1.002, -5.131)  0.333
H (-0.412, -1.125, -6.189)  0.308
H (-0.798, 0.412, -5.358)  0.328
H (-0.151, -5.583, -0.864)  0.301
H (-3.074, -5.982, -0.319)  0.301
C (-0.208, -5.409, 0.222)  -0.904
C (-2.614, -5.807, 0.664)  -0.539
N (-1.516, -4.847, 0.586)  0.161
H (0.582, -4.722, 0.531)  0.250
C (-1.714, -3.532, 0.636)  0.534
O (-0.798, -2.710, 0.574)  -0.593
H (-3.387, -5.436, 1.341)  -0.097
H (-2.934, -3.197, 0.781)  0.386
H (-0.107, -6.377, 0.727)  0.342
H (-2.242, -6.763, 1.043)  0.347
H (0.894, -2.298, 6.219)  0.310
H (2.696, 0.305, 4.031)  0.218
C (1.665, -2.496, 5.457)  -0.838
C (2.880, -0.773, 4.116)  -0.744
N (1.640, -1.487, 4.401)  0.149
H (1.506, -3.512, 5.057)  0.329
C (0.624, -1.400, 3.531)  -0.147
O (0.647, -0.662, 2.510)  -0.583
H (3.342, -1.129, 3.186)  0.272
H (-0.262, -2.032, 3.767)  0.411
H (2.656, -2.441, 5.924)  0.283
H (3.547, -0.976, 4.963)  0.337
O (1.216, 2.119, -0.211)  0.061
C (0.771, 3.498, -0.170)  -0.478
C (2.708, 5.013, -0.969)  0.423
C (1.450, 4.442, -1.169)  0.404
H (3.232, 4.910, -0.014)  0.445
C (3.365, 5.726, -1.982)  -1.133
H (-0.293, 3.469, -0.442)  0.501
C (0.730, 4.830, -2.312)  -0.525
H (4.396, 6.055, -1.804)  0.373
C (2.677, 6.041, -3.149)  -0.504
C (1.349, 5.610, -3.299)  -0.645
H (-0.304, 4.498, -2.402)  0.356
H (3.183, 6.612, -3.931)  0.360
H (0.772, 5.901, -4.179)  0.373
Si (3.089, 1.912, -0.753)  1.694
Cl (3.928, 2.990, 0.886)  -0.507
C (4.650, 2.535, -1.794)  -1.729
C (2.423, 1.934, -2.620)  -1.496
C (3.206, 0.037, -0.428)  -1.014
H (4.489, 2.898, -2.831)  0.355
H (5.271, 1.645, -1.890)  0.400
H (5.229, 3.315, -1.278)  0.342
H (2.714, -0.262, 0.532)  -0.044
H (4.294, -0.192, -0.340)  0.453
H (2.801, -0.595, -1.237)  0.199
H (2.403, 2.957, -3.009)  0.295
H (1.414, 1.516, -2.664)  0.047
H (3.097, 1.345, -3.257)  0.557
Cl (-4.776, -4.793, 3.151)  -0.209
C (-5.781, -4.276, 1.858)  0.508
C (-7.012, -4.913, 1.684)  -0.603
C (-7.885, -4.483, 0.675)  -0.420
C (-7.479, -3.459, -0.184)  -0.629
C (-6.201, -2.917, -0.090)  -0.542
C (-5.333, -3.272, 0.967)  0.687
C (-4.049, -2.573, 1.119)  -1.672
H (-7.291, -5.744, 2.328)  0.397
H (-8.879, -4.924, 0.581)  0.361
H (-8.157, -3.086, -0.953)  0.359
H (-5.861, -2.193, -0.834)  0.387
H (-4.043, -1.700, 0.454)  0.478
H (-3.878, -2.219, 2.139)  0.446

## Properties
Total charge: 0
Strongest force on any atom: 3.792 eV/Å
Energy: -109337.67603 eV
Multiplicity: 7


# 2
A molecular structure, C30H49N6O2P2Re, computed with ωB97M-V with the def2-TZVPD basis set.

Last column: Mulliken charge in e.
Atoms and positions in Å:
Re (-0.492, 1.543, -0.312)  0.232
O (-2.841, 4.337, 1.385)  -0.472
C (-2.043, 3.782, 0.707)  0.051
N (-1.812, 2.346, 0.735)  0.354
C (-2.990, 1.556, 1.123)  -1.022
C (-3.330, 0.699, -0.067)  0.618
C (-4.543, 0.061, -0.229)  -0.975
C (-4.740, -0.716, -1.360)  -0.555
C (-3.717, -0.830, -2.297)  -1.028
C (-2.538, -0.155, -2.076)  -0.189
N (-2.342, 0.599, -0.974)  -0.016
C (-1.271, 4.385, -0.403)  1.014
C (-1.345, 5.712, -0.741)  -0.782
C (-0.716, 6.128, -1.915)  -0.504
C (-0.086, 5.180, -2.710)  -0.856
C (-0.067, 3.857, -2.304)  -0.026
N (-0.630, 3.465, -1.150)  0.240
H (-3.819, 2.215, 1.382)  0.744
H (-2.769, 0.947, 2.002)  0.354
H (-5.319, 0.180, 0.516)  0.593
H (-5.684, -1.222, -1.516)  0.474
H (-3.841, -1.418, -3.195)  0.514
H (-1.731, -0.190, -2.795)  0.751
H (-1.896, 6.391, -0.102)  0.583
H (-0.732, 7.171, -2.207)  0.507
H (0.393, 5.460, -3.638)  0.473
H (0.399, 3.093, -2.913)  0.519
O (0.117, -0.373, 0.006)  0.510
P (0.146, -1.927, 0.169)  -2.422
N (-0.161, -2.552, -1.299)  0.706
C (0.417, -2.010, -2.543)  -0.168
C (-0.226, -2.842, -3.652)  -0.574
C (-0.487, -4.192, -2.976)  -0.856
C (-0.900, -3.814, -1.557)  -0.161
N (1.582, -2.418, 0.756)  0.293
C (2.821, -1.612, 0.733)  0.504
C (3.945, -2.620, 0.967)  -0.860
C (3.386, -3.908, 0.366)  -0.915
C (1.934, -3.866, 0.813)  -0.227
N (-0.980, -2.516, 1.171)  0.696
C (-0.862, -3.678, 2.093)  -0.350
C (-2.258, -3.811, 2.705)  -0.880
C (-2.843, -2.403, 2.609)  -0.788
C (-2.319, -1.922, 1.262)  1.383
H (1.506, -2.131, -2.553)  0.416
H (0.209, -0.938, -2.629)  -0.183
H (0.426, -2.932, -4.517)  0.439
H (-1.169, -2.395, -3.976)  0.194
H (0.427, -4.787, -2.962)  0.337
H (-1.262, -4.769, -3.474)  0.404
H (-0.666, -4.586, -0.828)  0.267
H (-1.977, -3.630, -1.501)  0.254
H (2.789, -0.840, 1.501)  -0.308
H (2.941, -1.141, -0.249)  0.020
H (4.122, -2.754, 2.035)  0.353
H (4.876, -2.302, 0.502)  0.406
H (3.894, -4.802, 0.721)  0.430
H (3.456, -3.883, -0.724)  0.302
H (1.850, -4.218, 1.841)  0.354
H (1.276, -4.468, 0.188)  0.143
H (-0.113, -3.470, 2.857)  0.359
H (-0.571, -4.587, 1.570)  0.317
H (-2.205, -4.181, 3.726)  0.433
H (-2.864, -4.508, 2.126)  0.314
H (-2.460, -1.776, 3.418)  0.373
H (-3.931, -2.396, 2.651)  0.420
H (-2.238, -0.845, 1.191)  -1.360
H (-2.959, -2.279, 0.446)  -0.142
C (2.697, 1.552, 3.404)  -1.397
C (1.416, 1.464, 2.568)  -0.427
P (1.488, 2.312, 0.958)  0.954
C (2.965, 1.723, 0.041)  -0.812
C (2.712, 1.591, -1.465)  -1.168
C (1.821, 4.061, 1.345)  -0.754
C (2.274, 4.931, 0.173)  -0.981
H (2.612, 0.900, 4.272)  0.429
H (2.860, 2.560, 3.782)  0.402
H (3.580, 1.248, 2.840)  0.304
H (0.575, 1.900, 3.116)  0.563
H (1.145, 0.425, 2.362)  0.075
H (3.250, 0.765, 0.455)  0.317
H (3.783, 2.423, 0.219)  0.844
H (1.770, 1.061, -1.680)  -0.098
H (3.498, 1.009, -1.946)  0.522
H (2.672, 2.567, -1.949)  0.285
H (2.603, 4.023, 2.106)  0.558
H (0.925, 4.481, 1.811)  0.435
H (3.182, 4.548, -0.293)  0.323
H (2.503, 5.930, 0.541)  0.448
H (1.505, 5.026, -0.589)  0.144

## Properties
Total charge: +3
Strongest force on any atom: 1.528 eV/Å
Energy relative to the best compared isomer or geometry (same formula, charge and spin): 0.573 eV
Multiplicity: 2